No. 1
Formula: C16H24O5
Source: OMol25
Level of theory: ωB97M-V/def2-TZVPD

XYZ file:
```
45
Properties=species:S:1:pos:R:3:mulliken_charge:R:1
C -2.9539 -1.9115 0.9046 -0.71
H -3.7845 -1.6304 1.5519 0.41
H -2.9074 -2.9980 0.8212 0.22
O -3.1444 -1.4104 -0.4147 -0.53
C -4.0552 -0.3372 -0.5817 0.17
O -5.1726 -0.4378 0.2402 -0.38
C -6.0832 -1.4531 -0.1364 -0.76
H -6.4987 -1.2462 -1.1285 0.33
H -5.6059 -2.4369 -0.1488 0.31
H -6.8775 -1.4376 0.6064 0.26
C -3.4264 1.0550 -0.3830 -0.83
C -2.6016 1.1780 0.8766 -0.24
C -1.1350 1.0527 0.8982 -0.24
C -0.3073 0.7305 -0.3369 0.13
O -0.3388 -0.6593 -0.5787 -0.59
H -1.2545 -0.9387 -0.7438 0.35
H -0.6938 1.2868 -1.2033 0.16
C 1.1678 1.1580 -0.1475 0.20
C 1.2735 2.6192 0.2751 -1.72
H 0.7327 2.8048 1.1965 0.39
H 0.8629 3.2504 -0.5079 0.33
H 2.3204 2.8739 0.4143 0.45
H 1.6143 0.5056 0.6173 0.42
O 1.8794 1.0298 -1.3630 -0.41
C 2.4678 -0.2378 -1.5873 -0.73
C 3.5969 -0.5325 -0.6295 0.54
C 4.5497 0.4444 -0.3669 -0.14
C 5.5859 0.1956 0.5141 -0.66
C 5.6842 -1.0369 1.1385 -0.38
C 4.7386 -2.0149 0.8821 -0.58
C 3.6966 -1.7622 0.0063 -0.39
H 2.9529 -2.5225 -0.1860 0.35
H 4.8096 -2.9763 1.3702 0.37
H 6.4946 -1.2336 1.8252 0.38
H 6.3204 0.9626 0.7133 0.38
H 4.4624 1.4029 -0.8575 0.42
H 1.7113 -1.0282 -1.5365 0.28
H 2.8555 -0.1813 -2.6103 0.34
O -1.7672 2.2958 1.0007 -0.54
H -0.6802 0.6958 1.8233 0.52
H -3.1444 0.9261 1.7860 0.68
H -2.8142 1.2945 -1.2514 0.40
H -4.2474 1.7729 -0.3345 0.39
H -4.3538 -0.4268 -1.6421 0.41
H -2.0179 -1.5427 1.3283 0.23
```

The multiplicity is 1. The value obtained for the orbital gap is 9.79 eV. As for the SMILES: COC(C[C@@H]1O[C@@H]1[C@H](O)[C@H](C)OCc1ccccc1)OC. Its HOMO energy is -9.02 eV.

No. 2
Formula: C16H25BF5NO2
Source: OMol25
Level of theory: ωB97M-V/def2-TZVPD

XYZ file:
```
50
Properties=species:S:1:pos:R:3:mulliken_charge:R:1
C -1.3519 0.6418 4.4349 -1.68
C -0.6025 1.2521 3.2734 0.90
C 0.6079 1.9027 3.3700 -0.48
C 1.2587 2.4256 2.2848 -0.93
C 0.7070 2.2955 1.0283 -0.30
C -0.4997 1.6406 0.9066 0.38
C -1.1734 1.3948 -0.4471 -1.54
C -0.8147 -0.0391 -0.8777 1.03
C -1.9165 -1.0464 -1.3384 -0.95
C -0.9469 -2.2896 -1.5796 -0.57
N 0.4161 -1.7546 -1.9625 0.87
C 0.6177 -2.1608 -3.4045 -0.82
C 0.8964 -3.6690 -3.6761 -0.80
O 1.0694 -4.4644 -2.5225 -0.51
C 1.5384 -1.9074 -0.9851 0.76
C 2.9128 -2.0264 -1.6356 -1.49
F 1.3639 -3.0004 -0.1745 -0.39
C 0.1508 -0.2635 -2.0421 -1.33
O 1.2639 0.5576 -2.2016 -0.46
C -1.1511 1.1266 2.0063 -0.14
H -1.0329 1.0104 5.4114 0.38
H -2.4286 0.7685 4.2782 0.37
H -1.1838 -0.4480 4.4039 0.34
H 1.0753 1.9979 4.3493 0.33
H 2.2221 2.9154 2.3982 0.39
H 1.1899 2.6783 0.1304 0.41
H -2.2522 1.5655 -0.3690 0.39
H -0.7825 2.1608 -1.1361 0.47
H -0.5205 -0.5197 0.0683 0.15
H -2.5462 -0.7475 -2.1797 0.34
H -2.4992 -1.2421 -0.4346 0.41
H -1.4443 -2.9078 -2.3274 0.34
H -0.9960 -2.7851 -0.6098 0.36
H 1.3946 -1.5255 -3.8415 0.47
H -0.3033 -1.8955 -3.9312 0.62
H 1.8227 -3.7381 -4.2553 0.37
H 0.0539 -4.0800 -4.2477 0.37
H 0.2448 -4.8744 -2.2433 0.33
H 1.6141 -1.0582 -0.2957 0.28
H 3.6593 -2.0820 -0.8353 0.44
H 3.0147 -2.9408 -2.2267 0.33
H 3.1602 -1.1187 -2.1962 0.32
H -0.4796 -0.0079 -2.9083 0.46
H 1.0651 1.2627 -2.8262 0.48
H -2.0965 0.5865 1.9139 0.32
B -1.2615 5.2873 3.8923 0.63
F -0.7635 5.3862 2.5697 -0.42
F -1.6365 6.5609 4.3545 -0.38
F -2.3840 4.4232 3.9054 -0.42
F -0.2521 4.7516 4.7312 -0.41
```

The multiplicity is 1. The value obtained for the orbital gap is 7.53 eV. Its HOMO energy is -8.58 eV.

No. 3
Formula: C16H25BFeN11
Source: OMol25
Level of theory: ωB97M-V/def2-TZVPD

XYZ file:
```
54
Properties=species:S:1:pos:R:3:mulliken_charge:R:1
Fe 0.9493 0.5771 0.0919 0.24
N 0.5963 2.3046 1.7193 -0.21
C 0.4446 2.4699 3.2139 -0.79
C 1.2485 1.4183 4.0266 -0.81
N 2.4680 1.0137 3.3811 -0.08
C 2.6368 -0.3755 3.0202 -0.42
C 3.4983 -0.5402 1.7410 -0.85
N 3.1416 0.4853 0.7379 -0.60
H -0.0275 3.0649 1.4006 0.22
H 1.5086 2.6889 1.4957 0.34
H 0.8478 3.4542 3.5676 0.46
H -0.6535 2.4495 3.5267 0.34
H 1.3995 1.9276 5.0272 0.38
H 0.6347 0.5213 4.1232 0.39
H 3.3214 1.5165 3.5879 0.27
H 3.1136 -1.0749 3.7765 0.35
H 1.6720 -0.8767 2.8008 0.13
H 4.5691 -0.5207 2.0129 0.45
H 3.3734 -1.5204 1.2954 0.42
H 3.1964 1.3938 1.2088 0.27
H 3.7617 0.4072 -0.0660 0.27
C 1.8253 -2.1524 -2.8542 -1.37
C 2.2426 -1.1772 -1.9339 0.00
N 1.1723 -0.6751 -1.3183 -0.14
N 0.0283 -1.4260 -1.7294 0.38
C 0.4811 -2.2666 -2.6720 0.12
B -1.3582 -0.7232 -1.5647 0.59
N -1.6695 -0.8228 -0.0258 0.75
C -2.8608 -0.8652 0.6330 0.05
C -2.6266 -0.6001 2.0101 -1.41
C -1.2302 -0.3517 2.0445 0.06
N -0.6430 -0.5148 0.8411 -0.53
N -1.2545 0.7821 -2.0222 0.46
C -2.2313 1.7023 -2.4106 -0.02
C -1.7724 3.0220 -2.0657 -1.18
C -0.5635 2.7921 -1.4352 -0.11
N -0.3333 1.5266 -1.2602 -0.61
N -2.5836 -1.3768 -2.3144 0.47
C -2.6199 -2.7749 -2.3349 -0.41
C -3.0417 -3.2305 -3.5481 -0.59
C -3.3063 -2.0625 -4.2759 -0.16
N -2.9756 -0.9557 -3.6034 -0.74
H 2.5256 -2.6256 -3.5311 0.44
H 3.2185 -0.7583 -1.7745 0.50
H -0.2335 -2.9143 -3.2285 0.38
H -3.6991 -1.1258 -0.0003 0.48
H -3.3556 -0.5293 2.7653 0.48
H -0.6351 -0.0754 2.8828 0.34
H -3.0630 1.4295 -2.9908 0.52
H -2.1861 4.0543 -2.2787 0.36
H 0.1391 3.4690 -0.9861 0.64
H -2.1693 -3.3261 -1.5377 0.58
H -3.1439 -4.2813 -3.9007 0.42
H -3.7771 -1.9505 -5.2691 0.47
```

As for the charge: +2. The multiplicity is 6. The value obtained for the orbital gap (alpha / beta) is 9.44 / 2.60 eV. Its HOMO energy (alpha / beta) is -14.60 / -13.63 eV.

No. 4
Formula: C16H25Cl10F4NOP
Source: OMol25
Level of theory: ωB97M-V/def2-TZVPD

XYZ file:
```
58
Properties=species:S:1:pos:R:3:mulliken_charge:R:1
O 5.0557 -2.1150 0.5823 -0.46
P 4.4727 -3.6424 1.2016 0.91
F 4.6697 -3.6362 2.9543 -0.25
C 2.5847 -3.8699 0.7636 0.21
C 2.1242 -5.4208 0.6143 -0.10
C 0.5105 -5.6533 0.2365 -0.43
C -0.2883 -4.1987 0.1373 -0.22
C 0.3747 -2.7254 0.3330 -0.26
N 1.8329 -2.5936 0.6247 -0.30
C 5.5835 -5.0101 0.4404 0.62
F 5.6993 -6.1230 1.4352 -0.16
F 6.9631 -4.4194 0.2817 -0.20
F 5.1502 -5.4539 -0.9103 -0.16
H 4.7649 -1.9671 -0.3778 0.40
H 2.8573 -6.3496 0.7638 0.20
H 0.0178 -6.7023 0.0786 0.35
H -1.4547 -4.2377 -0.0933 0.32
H -0.2887 -1.7555 0.2079 0.47
Cl -4.2473 0.3230 1.6897 -0.14
C -2.8163 0.9075 2.5749 -0.49
C -1.6224 1.1205 1.6585 -0.15
Cl -0.9739 -0.4157 1.0306 -0.13
H -2.5919 0.1893 3.3697 0.34
H -3.0991 1.8552 3.0425 0.31
H -0.8105 1.6031 2.2114 0.33
H -1.8765 1.7556 0.8046 -0.02
Cl -3.0577 2.0211 -1.4223 -0.13
C -3.8714 1.3413 -2.8536 -0.48
C -4.5998 0.0451 -2.5377 -0.50
Cl -3.4744 -1.2882 -2.1771 -0.18
H -3.1200 1.2014 -3.6370 0.30
H -4.5862 2.0943 -3.1983 0.30
H -5.1935 -0.2683 -3.4021 0.37
H -5.2755 0.1587 -1.6846 0.30
Cl -3.0298 5.1634 -3.9854 -0.19
C -1.5171 5.7671 -3.2642 -0.13
C -0.2999 5.0050 -3.7624 -0.51
Cl -0.2643 3.3279 -3.1621 -0.17
H -1.6124 5.7078 -2.1755 0.36
H -1.4335 6.8221 -3.5415 -0.02
H 0.6142 5.4880 -3.4035 0.31
H -0.2615 4.9748 -4.8556 0.34
Cl 2.0702 -7.0937 4.5004 -0.17
C 3.5829 -6.4900 5.2215 -0.34
C 4.8001 -7.2522 4.7233 -0.24
Cl 4.8357 -8.9293 5.3237 -0.17
H 3.4876 -6.5493 6.3102 0.37
H 3.6665 -5.4350 4.9442 0.15
H 5.7142 -6.7691 5.0823 0.32
H 4.8385 -7.2824 3.6301 0.09
Cl -4.4287 7.9798 -1.9647 -0.16
C -3.5931 9.4774 -1.4832 -0.46
C -2.6103 9.9516 -2.5414 -0.43
Cl -1.2061 8.8650 -2.6903 -0.20
H -3.0975 9.2966 -0.5243 0.30
H -4.3667 10.2355 -1.3288 0.32
H -2.2191 10.9373 -2.2709 0.32
H -3.0828 10.0318 -3.5250 0.31
```

As for the charge: +1. The multiplicity is 1. The value obtained for the orbital gap is 6.19 eV. Its HOMO energy is -11.74 eV.

No. 5
Formula: C16H25Cl2NSm
Source: OMol25
Level of theory: ωB97M-V/def2-TZVPD

XYZ file:
```
45
Properties=species:S:1:pos:R:3:mulliken_charge:R:1
Sm 0.1952 0.3178 -0.7841 0.52
Cl -1.2522 -1.7847 0.0349 -0.68
Cl 0.2333 2.6922 0.2230 -0.63
C 1.8335 0.4961 -2.0406 -1.12
H 2.3754 1.4482 -2.0434 0.26
H 2.3795 -0.3383 -2.4876 0.33
C -0.7571 1.3466 -2.6709 -0.78
C 0.4361 0.7908 -3.0986 0.85
H -0.6764 2.2093 -1.9748 0.17
C 0.2942 -0.3903 -4.1331 -0.67
H 0.9288 1.5915 -3.6882 0.25
C -0.7303 -0.0003 -5.2004 -0.76
H 1.2710 -0.5876 -4.5905 0.30
H -0.0186 -1.3077 -3.6114 0.22
C -2.0958 0.2733 -4.5781 -0.63
H -0.3816 0.9037 -5.7165 0.31
H -0.8151 -0.7865 -5.9582 0.35
C -2.0426 1.3036 -3.4383 -0.50
H -2.7952 0.6151 -5.3494 0.32
H -2.5021 -0.6646 -4.1806 0.26
H -2.2552 2.3026 -3.8512 0.31
H -2.8685 1.1034 -2.7403 0.09
C -0.9777 -1.3948 4.2499 -0.82
N -1.2074 -0.5817 3.0214 0.39
C -2.6248 -0.1236 2.9465 -0.83
C -0.2281 0.5939 2.9571 -0.70
C 1.1655 0.0760 2.7622 0.41
C 2.0377 0.0071 3.8763 -0.62
C 3.2760 -0.6211 3.7438 -0.51
C 3.6502 -1.1561 2.5112 -0.43
C 2.7976 -1.0171 1.3856 -0.57
C 1.6056 -0.3562 1.5291 0.23
H -1.0151 -0.7250 5.1172 0.36
H -0.0038 -1.8891 4.1968 0.32
H -1.7781 -2.1386 4.3214 0.32
H -1.0340 -1.1722 2.1672 -0.04
H -2.7920 0.6358 3.7186 0.37
H -2.8071 0.2925 1.9502 0.26
H -3.2735 -0.9894 3.1147 0.36
H -0.5572 1.2460 2.1349 0.06
H -0.3485 1.1426 3.9020 0.43
H 1.7138 0.4364 4.8297 0.27
H 3.9376 -0.6916 4.6110 0.34
H 4.6052 -1.6758 2.4103 0.32
H 3.1017 -1.4323 0.4216 0.31
```

As for the charge: -1. The multiplicity is 6. The value obtained for the orbital gap (alpha / beta) is 4.62 / 4.56 eV. Its HOMO energy (alpha / beta) is -2.13 / -2.07 eV.